DFT (the ωB97M-V functional and the def2-TZVPD basis) results for an isolated molecule of C5H11NO2 at a distorted geometry.

XYZ file:
```
19
C5H11NO2 the ωB97M-V functional and the def2-TZVPD basis
C 0.75 -0.04 -0.39
C 2.00 -0.73 0.12
C -1.56 -0.72 -1.04
C -0.96 0.85 1.52
N -0.40 -0.88 -0.18
C 0.51 1.27 0.52
O 0.91 0.29 -1.74
O 0.92 2.34 0.12
H 0.57 1.20 -1.85
H -0.43 -1.51 0.61
H 1.92 -0.99 1.18
H 2.21 -1.65 -0.45
H 2.87 -0.07 0.01
H -1.34 -1.07 -2.05
H -2.40 -1.27 -0.62
H -1.84 0.33 -1.12
H -1.64 1.63 1.17
H -0.56 1.09 2.50
H -1.52 -0.06 1.69
```

Summary:
SMILES string: CN[C@@](C)(O)C(C)=O
Net charge: 0
Relative energy (zero: lowest compared OMol25 entry of this formula, charge and spin), kJ/mol: 311.2
Kohn-Sham gap, Ha: 0.336